Entry 1:
C3H8ClN | ωB97M-V/def2-TZVPD

Summary:
* energy above the lowest of the compared OMol25 structures with the same formula, charge and spin: 374.9 kJ/mol
* total energy: -17249.0747 eV
* F_max: 0.0896 Eh/bohr
* HOMO energy: -8.884 eV
* orbital gap: 9.78 eV

Atoms and positions in Å:
C  -2.544  -0.598  0.017
C  -0.480  0.753  0.558
C  0.873  0.762  -0.137
H  -2.405  -1.914  0.498
H  -3.281  -0.115  1.074
H  -3.217  -0.762  -0.924
H  -1.453  1.005  -1.021
H  -0.610  0.365  1.549
H  -0.743  1.788  0.375
H  1.474  1.674  0.029
H  1.034  0.973  -1.112
N  -1.345  0.136  -0.488
Cl  1.854  -0.557  0.019


Entry 2:
C28H42BrI2N5O2S2SiTa | ωB97M-V/def2-TZVPD

Summary:
* net charge: +3
* energy above the lowest of the compared OMol25 structures with the same formula, charge and spin: 0.0 kJ/mol
* total energy: -158587.1502 eV
* F_max: 0.0019 Eh/bohr
* HOMO energy: -14.317 eV
* orbital gap: 6.12 eV

Atoms and positions in Å:
Ta  -5.546  6.769  5.131
N  -9.582  7.687  11.783
C  -8.639  7.745  10.836
C  -8.935  7.354  9.505
C  -7.978  7.422  8.534
C  -6.692  7.886  8.863
C  -6.373  8.264  10.180
C  -7.334  8.196  11.147
S  -5.480  7.982  7.701
O  -6.084  8.405  6.354
O  -4.344  8.723  8.110
N  -5.077  6.502  7.049
C  -4.600  5.409  7.819
N  -4.250  5.665  9.060
C  -3.814  4.607  9.750
C  -3.739  3.346  9.183
C  -4.155  3.218  7.867
N  -4.606  4.261  7.168
H  -10.517  7.385  11.574
H  -9.391  7.980  12.726
H  -9.932  7.011  9.262
H  -8.218  7.135  7.518
H  -5.376  8.610  10.415
H  -7.103  8.496  12.160
H  -3.521  4.787  10.776
H  -3.382  2.496  9.745
H  -4.142  2.262  7.357
I  -3.675  8.213  1.032
C  -2.535  8.425  2.788
I  -3.672  9.009  4.507
H  -1.812  9.223  2.663
H  -2.057  7.487  3.044
S  -7.567  5.555  4.968
C  -7.909  6.840  3.785
C  -9.030  6.933  2.989
C  -9.132  8.043  2.161
C  -8.128  9.007  2.150
C  -7.029  8.838  2.962
N  -6.927  7.760  3.759
H  -9.796  6.172  3.027
H  -10.000  8.159  1.526
H  -8.197  9.880  1.519
H  -6.217  9.549  2.992
C  9.527  -7.002  -6.373
C  8.352  -7.978  -6.255
C  7.990  -8.100  -4.763
C  8.801  -9.360  -6.802
Si  6.838  -7.609  -7.296
Br  -4.019  5.395  3.884
C  5.327  -8.709  -7.156
C  4.030  -7.877  -7.178
C  5.417  -9.573  -8.443
C  5.262  -9.645  -5.944
C  6.961  -6.379  -8.705
C  7.546  -5.038  -8.224
C  7.958  -7.072  -9.673
C  5.670  -6.077  -9.476
H  10.363  -7.418  -5.805
H  9.296  -6.028  -5.941
H  9.875  -6.859  -7.395
H  8.898  -8.366  -4.218
H  7.251  -8.870  -4.559
H  7.632  -7.154  -4.352
H  9.655  -9.692  -6.206
H  9.133  -9.310  -7.841
H  8.033  -10.130  -6.718
H  3.917  -7.279  -8.077
H  3.951  -7.222  -6.308
H  3.186  -8.570  -7.137
H  5.432  -8.985  -9.360
H  4.527  -10.207  -8.482
H  6.285  -10.236  -8.439
H  5.127  -9.099  -5.012
H  6.131  -10.294  -5.849
H  4.391  -10.292  -6.071
H  8.532  -5.132  -7.778
H  6.886  -4.538  -7.512
H  7.641  -4.382  -9.092
H  8.926  -7.286  -9.218
H  8.140  -6.391  -10.508
H  7.558  -7.998  -10.092
H  4.951  -5.527  -8.869
H  5.186  -6.965  -9.878
H  5.932  -5.441  -10.325


Entry 3:
C20H24ClNO5P2Sm | ωB97M-V/def2-TZVPD

Summary:
* net charge: +1
* spin multiplicity: 6
* total energy: -81849.8402 eV
* F_max: 0.0557 Eh/bohr
* HOMO energy (spin up / spin down): -10.808 / -10.816 eV
* orbital gap (spin up / spin down): 7.20 / 7.68 eV

Atoms and positions in Å:
C  -1.346  3.234  -3.516
C  -1.224  1.936  -3.017
C  0.089  1.413  -2.805
C  1.199  2.164  -3.196
C  1.056  3.461  -3.676
C  -0.220  4.007  -3.814
C  2.581  1.593  -2.918
C  2.558  0.078  -3.036
C  1.367  -0.585  -2.735
C  1.266  -1.989  -2.937
C  2.427  -2.685  -3.272
C  3.658  -2.034  -3.383
C  3.722  -0.645  -3.279
H  -2.344  3.647  -3.672
H  1.955  4.027  -3.928
H  -0.336  5.032  -4.166
H  3.298  1.999  -3.640
H  2.365  -3.767  -3.432
H  4.565  -2.607  -3.574
H  4.665  -0.100  -3.387
N  0.317  0.171  -2.152
Sm  -0.193  0.088  -0.118
C  -2.457  1.117  -2.690
H  -2.344  0.082  -3.055
H  -3.352  1.560  -3.150
C  -0.058  -2.701  -2.763
H  -0.852  -2.198  -3.337
H  0.014  -3.751  -3.081
P  -2.806  0.988  -0.843
P  -0.627  -2.697  -1.001
C  0.649  -3.780  -0.276
H  0.544  -3.769  0.816
H  0.512  -4.800  -0.655
H  1.656  -3.424  -0.526
C  -2.067  -3.804  -1.078
H  -1.749  -4.850  -1.192
H  -2.623  -3.691  -0.137
H  -2.725  -3.517  -1.909
C  -3.336  2.688  -0.439
H  -4.394  2.836  -0.694
H  -3.208  2.837  0.641
H  -2.723  3.433  -0.959
C  -4.384  0.071  -0.848
H  -4.440  -0.507  0.083
H  -5.236  0.763  -0.891
H  -4.432  -0.629  -1.692
C  2.970  1.929  -1.549
O  2.310  1.789  -0.536
H  3.968  2.321  -1.761
O  1.919  -0.904  0.623
Cl  1.347  -0.604  1.974
O  2.228  -0.963  3.024
O  0.998  0.835  1.955
O  0.044  -1.325  1.997


Entry 4:
C5H5NOS | ωB97M-V/def2-TZVPD

Summary:
* SMILES: O=C1C=C/C(=N\S)C1
* energy above the lowest of the compared OMol25 structures with the same formula, charge and spin: 145.5 kJ/mol
* total energy: -19637.4834 eV
* F_max: 0.0419 Eh/bohr
* HOMO energy: -9.050 eV
* orbital gap: 8.52 eV

Atoms and positions in Å:
C  -0.504  0.287  0.071
C  0.663  0.580  1.040
C  1.783  -0.306  0.436
C  1.199  -1.068  -0.688
C  -0.060  -0.738  -0.884
H  -3.829  1.360  -0.350
H  0.960  1.623  1.033
H  0.378  0.283  2.063
H  1.715  -1.735  -1.381
H  -0.690  -1.225  -1.656
N  -1.622  0.878  0.266
O  2.909  -0.460  0.893
S  -2.902  0.520  -0.843